{"formula": "C6H9NO2", "method": "the ωB97M-V functional and the def2-TZVPD basis", "e_lumo_ev": 0.84, "homo_ha": -0.25541, "gap_ev": 7.79, "species": ["C", "C", "C", "C", "C", "C", "N", "O", "O", "H", "H", "H", "H", "H", "H", "H", "H", "H"], "positions_angstrom": [[0.47568, -0.60371, -0.00846], [1.35651, 0.43897, 0.03855], [-1.60309, -0.14029, 1.90708], [-0.87794, -0.06978, -0.10739], [2.83929, 0.21099, -0.02857], [-1.90975, -0.66546, -1.01314], [-0.61247, 1.36876, -0.26194], [-2.47840, -0.94755, 2.11780], [0.78096, 1.63236, -0.19284], [0.59989, -1.64551, 0.24374], [-0.97342, 0.58144, 2.48917], [3.16631, 0.08892, -1.08025], [2.88488, -0.67945, 0.66350], [3.55028, 0.99087, 0.35261], [-2.92610, -0.32515, -0.70344], [-1.74525, -1.74031, -1.19659], [-1.59353, -0.25902, -2.07121], [-0.93385, 1.76392, -1.14862]]}

=====

{"formula": "C4H8O2", "method": "the ωB97M-V functional and the def2-TZVPD basis", "smiles": "C[C@@H](O)CC=O", "e_lumo_ev": 0.69, "homo_ha": -0.37441, "gap_ev": 10.88, "species": ["C", "C", "O", "C", "C", "O", "H", "H", "H", "H", "H", "H", "H", "H"], "positions_angstrom": [[0.79244, 1.32176, 0.22703], [0.50877, -0.08310, -0.34781], [1.69391, -0.82307, -0.25351], [-0.58525, -0.90526, 0.32818], [-1.99535, -0.53214, -0.06102], [-2.17826, 0.69711, -0.35376], [0.98558, 1.14802, 1.27793], [-0.07483, 1.91310, 0.09778], [1.79316, 1.63288, -0.27247], [0.25950, 0.05658, -1.43704], [2.42404, -0.28686, -0.63106], [-0.46568, -0.86715, 1.44937], [-0.29278, -1.90895, 0.05394], [-2.86525, -1.36293, -0.07755]]}

=====

{"formula": "C20H44N4", "method": "the ωB97M-V functional and the def2-TZVPD basis", "e_lumo_ev": 0.63, "homo_ha": -0.30489, "gap_ev": 8.92, "species": ["C", "H", "C", "H", "H", "C", "C", "H", "H", "H", "H", "C", "N", "H", "C", "C", "C", "H", "C", "H", "H", "C", "H", "H", "C", "H", "H", "H", "H", "H", "H", "H", "C", "N", "H", "C", "C", "N", "H", "C", "H", "H", "H", "H", "H", "C", "C", "C", "C", "N", "H", "C", "H", "H", "H", "H", "H", "H", "H", "H", "H", "H", "H", "H", "H", "H", "H", "H"], "positions_angstrom": [[-3.61527, -3.84974, 2.17800], [-3.43611, -4.90650, 2.37464], [-2.53751, -3.45029, 0.93197], [-1.63208, -3.83351, 1.25461], [-2.91886, -4.33274, -0.06263], [-2.74835, -2.15154, 0.59807], [-4.04736, -1.82100, -0.05527], [-3.99326, -2.16337, -1.31614], [-4.06529, -0.59388, -0.45865], [-4.80098, -2.05163, 0.32155], [-2.70319, -1.25535, 1.47095], [-1.52634, -1.68021, -0.38624], [-0.23168, -2.23400, 0.43258], [0.13126, -1.10506, 0.97817], [0.80514, -2.85052, -0.15928], [1.56971, -2.21342, -1.03065], [2.48557, -1.12088, -0.62205], [2.21071, -0.15179, -1.23520], [4.02645, -1.25053, -0.85658], [4.21437, -1.83005, 0.22923], [4.53109, -0.50531, -1.03716], [3.81238, -2.23107, -1.81424], [4.83117, -2.81414, -1.95924], [3.77166, -1.72359, -2.73251], [2.67803, -2.99566, -1.96394], [2.40887, -3.64037, -2.63354], [2.91016, -4.11866, -0.97917], [2.22966, -0.51990, 0.31705], [0.87355, -1.91704, -1.84076], [1.52632, -3.13969, 0.85951], [0.38447, -3.64846, -0.46453], [-1.43950, -2.49933, -1.25662], [-1.37670, -0.30722, -0.83230], [-1.75105, 0.50861, 0.13852], [-1.27484, 0.33647, 1.02247], [-1.39076, 2.21248, -0.17238], [-2.63745, 2.62528, -1.06750], [-2.38487, 3.97978, -1.10427], [-1.61934, 3.97074, -2.00333], [-3.63729, 4.70562, -1.92222], [-4.23962, 4.61097, -1.12290], [-3.37429, 5.63870, -2.13290], [-4.01247, 3.95373, -2.83653], [-3.04273, 1.80488, -1.67982], [-3.58303, 2.74229, -0.23997], [-0.90822, 2.78627, 1.00364], [0.33272, 2.35619, 1.74164], [1.60915, 2.46106, 0.84052], [2.79342, 2.37402, 1.44672], [3.78083, 2.46725, 0.71873], [3.79623, 1.85413, -0.19056], [5.18304, 2.09086, 1.26111], [5.53017, 2.81039, 2.02775], [6.03532, 2.05049, 0.68902], [5.28038, 0.95974, 1.84618], [2.73168, 1.36750, 2.20705], [2.88417, 2.92985, 2.30320], [1.31396, 1.93888, 0.00218], [1.56823, 3.72256, 0.43703], [0.52479, 3.09514, 2.86531], [0.26066, 1.36496, 1.98228], [-1.82740, 2.75206, 1.83133], [-0.96684, 3.89751, 0.62819], [-0.74754, 2.02011, -0.82922], [-0.38907, -0.26921, -1.26177], [-2.09917, -0.33882, -1.62609], [-4.68817, -3.75568, 1.85724], [-3.37865, -3.11833, 3.08969]]}

=====

{"formula": "C16H18N2O3S", "method": "the ωB97M-V functional and the def2-TZVPD basis", "smiles": "NC(=O)CCN(Cc1ccccc1)S(=O)(=O)c1ccccc1", "e_lumo_ev": 0.47, "homo_ha": -0.34395, "gap_ev": 9.83, "species": ["N", "C", "O", "C", "C", "N", "C", "C", "C", "C", "C", "C", "C", "S", "O", "O", "C", "C", "C", "C", "C", "C", "H", "H", "H", "H", "H", "H", "H", "H", "H", "H", "H", "H", "H", "H", "H", "H", "H", "H"], "positions_angstrom": [[-1.55731, -2.45290, -1.39499], [-1.94525, -2.58546, -0.11290], [-2.54962, -3.54669, 0.30787], [-1.58758, -1.38208, 0.75814], [-0.07187, -1.15853, 0.85664], [0.26205, 0.25300, 0.75829], [1.42913, 0.68734, 1.50888], [2.63901, -0.18195, 1.27888], [3.25359, -0.84643, 2.33101], [4.35061, -1.65960, 2.10183], [4.83504, -1.82333, 0.81600], [4.22320, -1.16672, -0.23952], [3.13201, -0.34843, -0.01009], [0.06251, 0.90686, -0.77036], [0.97105, 2.00280, -0.93809], [0.06660, -0.13216, -1.77365], [-1.58772, 1.60044, -0.69055], [-1.89049, 2.44880, 0.35768], [-3.14943, 3.02172, 0.42171], [-4.08563, 2.74500, -0.56329], [-3.76831, 1.90025, -1.61482], [-2.50950, 1.32483, -1.68249], [-0.98576, -1.67296, -1.69780], [-1.70771, -3.22379, -2.02440], [-2.02010, -1.53816, 1.74626], [-2.05415, -0.50117, 0.31708], [0.44667, -1.71646, 0.06750], [0.29968, -1.52213, 1.81587], [1.63708, 1.70711, 1.17789], [1.16187, 0.70193, 2.57106], [2.87646, -0.72287, 3.33681], [4.82398, -2.16866, 2.92846], [5.68795, -2.46082, 0.63624], [4.59885, -1.29059, -1.24423], [2.65431, 0.16944, -0.82856], [-1.14051, 2.64529, 1.10691], [-3.40037, 3.68350, 1.23653], [-5.06675, 3.19243, -0.51153], [-4.49784, 1.68998, -2.38166], [-2.23118, 0.66330, -2.48759]]}

=====

{"formula": "C14H20BN6O4OsS2", "method": "the ωB97M-V functional and the def2-TZVPD basis", "e_lumo_ev": [0.45, 0.42], "homo_ha": [-0.10441, -0.10878], "total_charge": -1, "gap_ev": [3.29, 3.38], "species": ["Os", "C", "C", "N", "N", "C", "S", "N", "N", "H", "H", "H", "H", "H", "H", "C", "C", "C", "C", "C", "C", "C", "S", "O", "O", "N", "C", "C", "O", "O", "H", "H", "H", "H", "H", "H", "H", "H", "H", "C", "H", "H", "B", "C", "N", "H", "H", "H"], "positions_angstrom": [[-0.15448, 1.44643, 0.10215], [-3.24905, -1.14086, -4.06986], [-3.42015, 0.01932, -3.17158], [-4.09060, 1.10022, -3.43027], [-3.86493, 1.89793, -2.34652], [-3.07101, 1.34864, -1.43293], [-2.59813, 1.95833, 0.08611], [-2.79569, 0.12434, -1.95357], [-2.04783, -0.89451, -1.36244], [-4.01724, -1.11328, -4.83824], [-3.30121, -2.07151, -3.50783], [-2.26888, -1.06939, -4.54619], [-4.23107, 2.83274, -2.31171], [-1.06722, -0.72025, -1.56834], [-2.17838, -0.85336, -0.34670], [4.67642, -3.09109, 2.15175], [3.41298, -2.28918, 2.30273], [2.49956, -2.63611, 3.34126], [1.27071, -1.98030, 3.44341], [0.93752, -0.96638, 2.59033], [1.90880, -0.39422, 1.59580], [3.12316, -1.26513, 1.46718], [-0.64626, -0.20038, 2.69660], [-1.47872, -0.91727, 1.74138], [-1.05742, -0.18485, 4.08118], [-0.39706, 1.24405, 2.13731], [-0.04695, 2.39270, 2.92831], [0.17495, 3.56139, 1.97246], [0.31785, 4.68636, 2.39016], [0.24334, 3.27080, 0.67745], [5.30997, -2.98877, 3.03590], [5.24860, -2.76391, 1.28391], [4.45261, -4.15358, 2.03388], [2.73957, -3.44577, 4.01929], [0.55542, -2.28013, 4.19931], [2.25007, 0.57084, 2.03591], [3.81301, -1.01422, 0.66718], [0.89380, 2.27628, 3.48457], [-0.81331, 2.67215, 3.65316], [1.32643, 0.01197, 0.23835], [0.76213, -0.84475, -0.19694], [2.13396, 0.21656, -0.46960], [-0.26940, 1.23340, -4.66716], [-0.09110, 1.40616, -3.10186], [0.05640, 1.46056, -1.95589], [-1.42809, 1.49741, -4.93603], [0.49571, 1.98304, -5.22919], [-0.01877, 0.06756, -4.91422]]}

=====

{"formula": "C6H18N2P", "method": "the ωB97M-V functional and the def2-TZVPD basis", "e_lumo_ev": -2.43, "homo_ha": -0.39577, "total_charge": 1, "gap_ev": 8.34, "species": ["C", "C", "C", "C", "C", "C", "N", "N", "P", "H", "H", "H", "H", "H", "H", "H", "H", "H", "H", "H", "H", "H", "H", "H", "H", "H", "H"], "positions_angstrom": [[-0.11934, 1.53372, -0.26748], [-2.19094, 1.17292, 0.69203], [0.89180, -1.48034, 3.00183], [2.05730, -0.00481, 1.41828], [0.34495, -0.70331, -2.55814], [-0.36076, -0.06829, 1.59689], [-0.82688, 0.84355, 0.77229], [0.80102, -0.47371, 1.98839], [-0.36181, -0.59472, -4.15948], [-0.01601, 0.71721, -1.03394], [-0.80768, 2.23151, -0.61782], [0.77728, 2.07793, -0.04051], [-2.61432, 1.18535, -0.27230], [-2.85928, 0.55430, 1.26287], [-2.38979, 2.20004, 0.94712], [1.75853, -1.15862, 3.44938], [0.05876, -1.41364, 3.67903], [1.00305, -2.46617, 2.74242], [1.80894, 0.46649, 0.51746], [2.52262, 0.75567, 1.95500], [2.65559, -0.96097, 1.36157], [1.34985, -1.02317, -2.67285], [-0.13791, -1.49711, -1.90408], [-1.19984, -0.69838, 1.99410], [-1.82320, -0.57479, -3.95522], [0.03124, -1.35681, -5.31285], [-0.35317, 0.73613, -4.58398]]}

=====

Asked for maximum force across the records above, the calculation gives 4.86 5.04 18.38 1.04 1.38 3.70 eV/Å in order.
Asked for relative energy (zero: lowest compared OMol25 entry of this formula, charge and spin) across the records above, the calculation gives 5.3211 1.8585 25.8136 1.4028 2.1750 4.6473 eV in order.